97
Properties=species:S:1:pos:R:3:lowdin_spin:R:1 method="wB97M-V/def2-TZVPD" s_squared=3.764 relative_energy_kcal_mol=0.0 charge=-1 homo_lumo_gap_ev="6.1 / 7.4" homo_ev="-4.014 / -5.264" multiplicity=4
H 8.762 -1.034 -1.916 0.0000
H -0.115 -5.627 -1.796 0.0000
O 1.307 0.602 0.367 0.0196
N -2.762 5.063 1.085 0.0208
O -0.515 0.091 1.522 0.0128
C -3.302 1.571 2.348 0.0068
C 6.933 -1.930 -2.600 0.0000
C 0.907 2.080 3.514 0.1166
H 0.991 1.612 -5.383 0.0000
C -2.860 -0.982 0.272 0.0013
C 7.093 -0.502 -0.673 0.0000
S -1.220 1.710 -1.315 0.0329
C -5.850 1.522 -2.737 0.0000
H 1.150 -1.661 2.474 0.0003
H -3.776 2.051 -2.488 0.0001
C -3.479 -1.723 1.272 0.0005
C 3.227 -5.919 -1.340 0.0000
H 1.651 -7.357 -1.609 0.0000
H -3.906 -1.225 2.136 0.0000
H -1.999 -3.525 -1.810 0.0000
C -4.331 2.485 2.551 0.0013
N 3.684 4.339 0.220 0.0187
C -4.673 1.667 -2.012 0.0000
H 7.682 0.126 -0.016 0.0000
N -2.315 3.887 0.805 0.0125
N 0.761 2.358 2.413 0.0199
H -5.878 1.792 -3.787 0.0000
C 1.234 -1.565 1.389 0.0021
H 0.601 -2.337 0.939 0.0007
C -3.011 -3.757 0.069 0.0002
H 7.398 -2.425 -3.444 0.0000
H -1.841 0.288 3.250 0.0003
C -6.954 0.665 -0.779 0.0000
H -5.755 0.520 0.990 0.0000
H -3.063 -4.839 -0.001 0.0000
C -3.053 1.303 4.721 0.0002
H 3.063 -2.729 1.223 0.0001
C 0.993 -0.342 -4.494 0.0003
H 0.465 -3.247 -1.623 0.0000
V 0.231 2.316 0.595 2.5487
C -0.652 5.150 1.133 0.0186
C 4.952 -1.453 -1.285 0.0000
C -5.777 0.810 -0.056 0.0002
H 3.307 -0.982 1.435 0.0001
H -7.839 0.266 -0.299 0.0000
C -4.630 1.315 -0.668 0.0012
H 0.900 0.637 5.020 0.0041
C -4.724 2.796 3.844 0.0003
H 1.173 -2.175 -3.404 0.0000
H -7.902 0.886 -2.693 0.0000
C 1.339 1.000 -4.558 0.0003
N 2.920 3.336 -0.061 0.0140
H 0.407 2.259 5.541 0.0046
H 0.768 6.590 1.400 0.0004
H 4.974 -2.676 -3.055 0.0000
Ge 3.017 -1.672 -1.018 0.0001
C -2.407 -3.018 -0.942 0.0000
C 5.570 -2.073 -2.374 0.0000
C 1.721 4.894 0.763 0.0191
C -2.654 0.982 3.425 0.0016
C 1.908 -6.306 -1.546 0.0000
N -0.963 3.890 0.839 0.0179
C -2.319 -1.634 -0.835 0.0006
H -4.023 -3.688 1.959 0.0000
C 7.698 -1.147 -1.743 0.0000
C 2.567 0.781 -2.498 0.0009
H -1.829 -1.050 -1.607 0.0005
H 0.376 -0.785 -5.268 0.0000
C 2.694 -1.740 0.941 0.0005
H -2.555 0.843 5.567 0.0000
H 5.264 -0.128 0.381 0.0000
C 2.221 -0.569 -2.425 0.0003
C 0.921 -5.336 -1.654 0.0000
H -5.519 3.514 4.005 0.0000
H -4.389 2.457 5.939 0.0000
H -4.796 2.977 1.707 0.0000
C 1.095 1.703 4.906 0.0260
N 1.638 3.656 0.266 0.0158
C 1.255 -3.989 -1.570 0.0000
C -4.086 2.204 4.930 0.0007
C -3.549 -3.109 1.173 0.0001
C 3.555 -4.570 -1.265 0.0000
H 4.002 -6.672 -1.229 0.0000
H 2.117 1.912 5.216 0.0042
N -1.735 5.901 1.297 0.0020
H 2.394 2.609 -3.596 0.0000
C 2.579 -3.576 -1.395 0.0000
N 2.959 5.349 0.750 0.0044
C 5.730 -0.655 -0.447 0.0000
C 0.626 -0.202 1.060 0.0168
H 3.164 1.235 -1.716 0.0000
Sb -2.742 1.160 0.327 0.0165
C 1.435 -1.125 -3.432 0.0003
H 4.588 -4.279 -1.096 0.0000
C 2.126 1.559 -3.558 0.0007
N 0.642 5.603 1.264 0.0103
C -6.989 1.016 -2.124 0.0000